# 1
DFT (ωB97M-V/def2-TZVPD) results for 2 unconnected molecules or ions with the total composition C10H18N3O at a distorted geometry.

```
32
Properties=species:S:1:pos:R:3:forces:R:3
C -0.4439 -4.0138 -0.4660 1.09 -0.94 2.12
C -2.1828 -0.2777 0.2199 -1.72 -1.07 -0.02
C -1.2617 -0.4729 -0.8132 -0.02 0.22 -0.07
C -2.7343 -1.3929 0.9328 2.99 -0.81 -3.18
C -0.6253 -1.6855 -1.0292 0.09 2.32 -0.01
C -2.1925 -2.7094 0.5717 -0.55 4.78 2.04
C -1.0221 -2.6670 -0.1207 0.64 -3.56 -3.78
O -2.6359 1.0408 0.3028 0.38 -0.05 0.43
H -1.1622 0.3811 -1.4758 0.00 -0.15 -0.10
H -3.5868 1.1809 0.2062 0.13 -0.57 0.16
H -3.4978 -1.3023 1.6156 -1.70 0.37 1.35
H 0.1166 -1.7297 -1.9177 -1.24 -0.61 1.96
H -2.5781 -3.6004 1.0120 -0.10 -0.45 0.22
H -0.1970 -4.5300 0.4701 -0.34 -0.16 0.12
H 0.5426 -3.9484 -0.8645 0.59 0.27 -0.94
H -1.0307 -4.7281 -1.0191 -0.49 0.20 -0.45
C 0.7935 1.3959 0.9285 -0.45 -0.93 -0.39
C 1.1322 1.1423 2.4177 -1.23 -3.82 0.24
C 1.9292 2.5518 -1.0108 -0.82 -3.26 0.32
N 1.8839 2.2073 0.2949 -0.38 1.43 -1.22
N 0.9415 1.9927 -1.8299 -0.61 2.35 6.29
N 3.0479 3.1463 -1.4964 -2.73 -1.01 2.72
H 0.8023 0.4164 0.3560 -0.21 1.17 0.72
H -0.2309 1.9027 0.7892 1.55 -0.68 0.30
H 0.3042 0.4526 3.0534 2.01 2.02 -2.21
H 1.1662 2.0713 2.8658 0.24 1.85 1.42
H 2.5653 2.7461 0.8086 -0.29 -0.34 0.90
H 0.1038 1.5180 -1.3995 1.67 0.92 -0.40
H 1.1588 1.6919 -2.6726 1.29 -1.33 -4.95
H 3.7353 3.4673 -0.8395 0.39 0.13 -0.52
H 3.0559 3.1828 -2.4511 0.92 0.82 -2.69
H 2.1026 0.5701 2.5608 -1.07 0.88 -0.37
```
Positions in Å, forces in eV/Å.

The net charge is +1. As for the HOMO energy: -0.42165 hartree. Its energy above the lowest of the compared OMol25 structures with the same formula, charge and spin is 295.31 kJ/mol. As for the maximum force: 0.1312 Eh/bohr.

Taken from the natural (NBO) analysis, the atomic charges in e are:
1. C -0.636
2. C 0.258
3. C -0.271
4. C -0.227
5. C -0.194
6. C -0.164
7. C -0.047
8. O -0.729
9. H 0.180
10. H 0.502
11. H 0.222
12. H 0.234
13. H 0.232
14. H 0.216
15. H 0.212
16. H 0.231
17. C -0.255
18. C -0.623
19. C 0.687
20. N -0.548
21. N -0.787
22. N -0.751
23. H 0.233
24. H 0.237
25. H 0.258
26. H 0.211
27. H 0.405
28. H 0.439
29. H 0.397
30. H 0.430
31. H 0.419
32. H 0.230



# 2
DFT (ωB97M-V/def2-TZVPD) results for a molecular structure, C10H18N4O5 at a distorted geometry.

```
37
Properties=species:S:1:pos:R:3:forces:R:3
C -1.9271 -0.5738 0.5050 -1.29 -1.52 0.06
C -0.6018 -0.0645 0.1593 0.16 -0.81 -2.65
C -3.1416 0.3892 -0.1177 0.34 -5.20 -3.03
C -4.3583 -0.7205 0.0725 -0.03 6.00 2.43
C -5.5246 -0.1179 -0.6023 -4.70 3.14 1.80
C 1.7837 0.5211 0.8471 -0.33 -1.20 1.16
C 1.9205 1.8699 0.2664 1.39 0.70 -2.22
C 2.9084 -0.5067 0.4398 -1.24 1.94 -3.73
C 4.2635 0.2429 -0.0993 0.70 -1.91 0.45
C 5.0667 -1.1616 -0.4370 -2.73 -2.20 3.34
H -2.3895 0.0690 2.3333 0.31 -2.46 -0.07
H -2.8095 -1.6606 1.9907 1.98 2.57 0.55
H -1.9289 -1.6783 0.0839 -0.13 2.48 -0.05
H -3.1749 1.3220 0.3376 -0.58 1.33 1.55
H -3.1614 0.7344 -1.3562 0.64 -1.60 3.63
H -4.1766 -1.6519 -0.3361 0.88 -1.81 -0.47
H -4.8008 -0.7258 1.1958 1.44 -0.34 -2.40
H -6.4186 -2.3225 -0.3748 0.98 5.16 -2.16
H -7.6515 -1.0751 -0.9795 5.27 1.36 0.07
H 0.0811 -0.1020 2.0772 0.47 -0.04 -1.73
H 2.1389 0.8945 1.7783 -0.18 -0.78 1.56
H 2.6757 -0.9081 -0.6488 -0.40 0.10 2.47
H 2.9281 -1.3208 1.1743 0.53 0.63 -0.43
H 4.9677 0.8411 0.6306 -1.77 -1.02 -1.31
H 3.9806 0.8734 -1.0703 0.89 -1.41 2.20
H 6.2396 -1.8194 -2.2560 -0.69 1.28 4.08
H 6.0293 -0.1651 -2.5885 -0.70 -2.10 4.99
H 0.9354 1.3535 -1.5585 1.33 2.06 2.95
N -2.0267 -0.8757 1.9351 -3.29 0.76 0.58
N -6.4212 -1.0853 -0.9143 -6.25 -7.04 0.79
N 0.3967 0.0036 1.0772 0.00 0.58 0.05
N 6.0534 -1.0522 -1.4188 0.41 -0.48 -6.81
O -0.6156 0.0365 -1.0945 2.88 1.23 1.03
O -5.9531 1.0909 -0.5849 2.61 -3.45 -0.61
O 2.6957 2.6066 0.8689 -1.72 0.06 -1.60
O 4.7015 -2.2274 0.3789 3.66 5.50 -5.72
O 1.4447 2.1359 -0.9921 -0.83 -1.52 -0.75
```
Positions in Å, forces in eV/Å.

The net charge is 0. As for the HOMO energy: -0.36001 hartree. Its energy above the lowest of the compared OMol25 structures with the same formula, charge and spin is 1218.90 kJ/mol. As for the maximum force: 0.1838 Eh/bohr.

Taken from the natural (NBO) analysis, the atomic charges in e are:
1. C -0.124
2. C 0.649
3. C -0.383
4. C -0.501
5. C 0.627
6. C -0.197
7. C 0.789
8. C -0.376
9. C -0.500
10. C 0.653
11. H 0.357
12. H 0.376
13. H 0.215
14. H 0.217
15. H 0.254
16. H 0.224
17. H 0.243
18. H 0.373
19. H 0.433
20. H 0.440
21. H 0.246
22. H 0.204
23. H 0.268
24. H 0.256
25. H 0.235
26. H 0.424
27. H 0.383
28. H 0.544
29. N -0.852
30. N -0.838
31. N -0.598
32. N -0.831
33. O -0.672
34. O -0.613
35. O -0.580
36. O -0.625
37. O -0.721



# 3
DFT (ωB97M-V/def2-TZVPD) results for C10H18N4O5 in the gas phase at a distorted geometry.

```
37
Properties=species:S:1:pos:R:3:forces:R:3
N -1.4582 -1.9476 -1.1307 -0.09 0.31 0.49
C -1.4733 -2.1889 0.2183 0.79 -0.85 0.56
O -0.6327 -2.9074 0.7917 -1.64 1.57 -1.06
C -2.6819 -1.5550 0.9372 -0.33 -0.68 0.66
C -2.6485 -0.0332 1.2366 0.04 0.40 -0.11
C -1.3521 0.5006 1.8983 0.56 0.17 0.59
N -0.1934 0.4468 1.0378 0.67 0.14 -0.73
C 0.8097 1.3653 1.0478 -0.05 0.81 1.04
O 0.7339 2.4535 1.6173 0.01 -0.63 -0.55
C 2.1201 0.9417 0.3354 -0.56 0.28 -0.66
N 2.1448 -0.4837 0.0338 -0.62 0.28 0.67
C 2.2440 1.7992 -0.9665 0.08 -0.27 0.11
C 1.2449 1.4992 -2.1052 -0.36 1.14 0.30
C 1.5281 0.2768 -2.9538 0.44 0.75 -0.20
N 0.5130 -0.0850 -3.8264 1.91 -2.02 -0.58
O 2.5997 -0.3042 -2.9386 -0.59 -0.11 0.13
C -1.0791 -0.2148 3.2546 0.00 -0.21 -1.30
O -1.9605 -0.3853 4.0383 -0.51 0.02 0.87
O 0.1674 -0.7042 3.4193 -0.24 -0.06 1.38
H -0.6036 -2.1110 -1.6312 0.21 -0.10 -0.09
H -2.0229 -1.1721 -1.4478 0.13 -0.18 -0.11
H -2.7672 -2.1632 1.8757 -0.04 0.78 -0.65
H -3.6088 -1.7356 0.3442 0.68 -0.06 0.31
H -2.7853 0.5724 0.3164 0.21 -0.47 0.25
H -3.5399 0.2353 1.8492 0.80 -0.36 -0.15
H -1.4721 1.5767 2.1463 -0.06 -0.59 -0.05
H 0.1811 -0.4016 0.6367 -0.41 -0.63 0.08
H 2.9200 1.2948 0.9889 0.01 -0.12 0.15
H 2.4745 -1.1088 0.7641 -0.06 0.43 -0.03
H 2.6464 -0.6368 -0.8045 0.60 -0.41 -0.86
H 2.1448 2.8514 -0.6229 0.04 -0.61 -0.44
H 3.2340 1.6573 -1.4330 -0.15 0.11 0.53
H 1.2903 2.4058 -2.7671 -0.06 -0.86 0.20
H 0.2030 1.4751 -1.7581 0.17 -0.11 0.06
H 0.9384 -0.7590 -4.5192 -1.04 1.06 0.88
H -0.0348 0.6366 -4.2302 -0.52 0.58 -0.17
H 0.1763 -1.0914 4.3475 -0.02 0.51 -1.51
```
Positions in Å, forces in eV/Å.

The net charge is 0. The SMILES is NC(=O)CC[C@H](NC(=O)[C@@H](N)CCC(N)=O)C(=O)O. As for the HOMO energy: -0.34169 hartree. Its energy above the lowest of the compared OMol25 structures with the same formula, charge and spin is 35.37 kJ/mol. As for the maximum force: 0.0553 Eh/bohr.

Taken from the natural (NBO) analysis, the atomic charges in e are:
1. N -0.820
2. C 0.668
3. O -0.612
4. C -0.525
5. C -0.386
6. C -0.162
7. N -0.655
8. C 0.678
9. O -0.647
10. C -0.133
11. N -0.874
12. C -0.397
13. C -0.530
14. C 0.692
15. N -0.843
16. O -0.620
17. C 0.790
18. O -0.597
19. O -0.675
20. H 0.408
21. H 0.385
22. H 0.249
23. H 0.229
24. H 0.208
25. H 0.244
26. H 0.267
27. H 0.438
28. H 0.211
29. H 0.386
30. H 0.394
31. H 0.240
32. H 0.226
33. H 0.240
34. H 0.229
35. H 0.401
36. H 0.390
37. H 0.503



# 4
DFT (ωB97M-V/def2-TZVPD) results for 2 unconnected molecules or ions with the total composition C10H18NO at a distorted geometry.

```
30
Properties=species:S:1:pos:R:3:forces:R:3
C 0.8465 -2.0338 1.2996 -0.70 -1.44 0.71
C 1.7643 -2.2084 0.1118 -1.66 -4.11 -0.85
N 1.6082 -1.3948 2.4406 0.77 0.39 3.17
H 0.0231 -1.3790 0.9220 0.45 -0.27 1.31
H 0.4485 -3.0364 1.7573 0.54 1.99 -0.98
H 1.9510 -3.3712 -0.1216 -0.06 2.57 0.79
H 2.7001 -1.7351 0.2933 0.63 0.72 -0.78
H 2.4043 -2.0761 2.8457 -2.11 1.86 -1.34
H 2.0898 -0.4311 2.2220 -1.34 -2.19 0.37
H 0.9100 -1.2718 3.2943 1.86 0.08 -2.10
H 1.0599 -1.9429 -0.6979 1.54 0.57 -0.31
C 0.3929 0.5781 -2.2674 0.99 -0.26 -0.67
C -0.3662 1.3702 -3.3853 -1.12 -3.70 -0.02
C -0.2979 0.7351 -0.9669 0.26 1.18 2.25
C -1.4324 0.0583 -0.5653 -0.07 0.51 0.66
C 0.1926 1.7259 -0.0278 -1.46 -2.09 -0.57
C -2.2010 0.3655 0.5665 -0.35 0.56 0.17
C -0.5201 2.0752 1.1079 -0.69 -0.70 -0.85
C -1.7942 1.5016 1.3292 1.55 -1.41 -0.65
O -2.5094 2.0009 2.3579 -3.85 -0.61 -2.00
H 0.5192 -0.5123 -2.6211 -0.15 1.61 0.67
H 1.4035 1.0171 -2.1187 -0.39 -0.44 -0.31
H 0.3601 1.6380 -4.1729 -0.99 0.02 0.12
H -1.7539 -0.7763 -1.1040 -0.53 -1.16 -1.17
H 1.1768 2.0436 -0.2028 1.10 1.04 -0.20
H -3.1484 -0.2738 0.7207 1.56 1.43 0.16
H -0.1848 2.8350 1.7874 0.14 0.24 0.19
H -3.4365 1.8641 1.8789 2.07 0.79 2.59
H -1.0534 2.1128 -3.0239 0.47 0.94 0.22
H -1.1525 0.5215 -3.6593 1.58 1.89 -0.55
```
Positions in Å, forces in eV/Å.

The net charge is +1. As for the HOMO energy: -0.41656 hartree. Its energy above the lowest of the compared OMol25 structures with the same formula, charge and spin is 216.79 kJ/mol. As for the maximum force: 0.0878 Eh/bohr.

Taken from the natural (NBO) analysis, the atomic charges in e are:
1. C -0.243
2. C -0.656
3. N -0.730
4. H 0.269
5. H 0.232
6. H 0.245
7. H 0.223
8. H 0.458
9. H 0.466
10. H 0.467
11. H 0.258
12. C -0.423
13. C -0.602
14. C -0.051
15. C -0.224
16. C -0.194
17. C -0.317
18. C -0.286
19. C 0.291
20. O -0.647
21. H 0.208
22. H 0.205
23. H 0.232
24. H 0.210
25. H 0.209
26. H 0.240
27. H 0.237
28. H 0.494
29. H 0.224
30. H 0.205



# 5
DFT (ωB97M-V/def2-TZVPD) results for C10H18O in the gas phase at a distorted geometry.

```
29
Properties=species:S:1:pos:R:3:forces:R:3
C 1.1884 -2.5809 -0.4354 1.56 1.62 0.64
C 2.1509 -1.3512 -0.4448 -3.07 1.02 0.54
C 3.4878 -1.5579 0.1527 1.97 1.77 -0.79
C 1.6421 -0.0809 -0.5688 1.35 -1.86 0.20
C 0.1907 0.3066 -0.5558 2.50 1.18 -0.10
C -0.1928 0.8149 0.8156 -0.08 0.09 1.27
C -1.7064 1.0920 0.7988 -0.25 -2.40 -0.52
C -2.6237 -0.0852 1.3010 3.74 1.27 3.13
C -2.1467 1.6264 -0.5298 -1.27 -0.05 -1.38
C -0.9739 2.2382 -1.3042 -0.42 -1.07 1.38
O 0.0944 1.3443 -1.5188 -0.34 -0.32 -0.20
H 0.4832 -2.4304 0.3541 -0.69 -0.02 0.55
H 0.6580 -2.7066 -1.3491 -0.25 -0.30 -0.78
H 1.7993 -3.4135 -0.1444 -0.01 -0.78 -0.28
H 3.4991 -1.1529 1.2062 0.31 -0.56 -1.13
H 4.1879 -0.9792 -0.5230 -0.37 0.04 1.19
H 3.9710 -2.5208 0.0811 -0.58 -0.70 0.28
H 2.3322 0.7783 -0.5497 -0.29 -0.39 0.17
H -0.4054 -0.5209 -0.8184 -1.05 -1.11 -0.37
H 0.4362 1.7777 1.1461 -1.23 -2.34 -0.69
H -0.1155 -0.0652 1.5145 0.73 1.15 -0.28
H -1.9376 1.8228 1.4693 -0.16 2.21 2.11
H -2.9083 -0.8080 0.6643 -0.66 -2.41 -2.79
H -3.4801 0.3262 1.7086 -1.99 0.97 0.67
H -2.1569 -0.6327 2.2080 -0.39 0.87 -1.37
H -2.5473 0.8027 -1.2080 0.33 0.85 0.86
H -3.0099 2.3567 -0.3589 1.20 -0.79 -0.60
H -1.3330 2.4771 -2.2292 -0.87 0.85 -2.65
H -0.5835 3.1224 -0.8823 0.33 1.22 0.95
```
Positions in Å, forces in eV/Å.

The net charge is 0. The SMILES is CC(C)=C[C@H]1C[C@H](C)CCO1. As for the HOMO energy: -0.31249 hartree. Its energy above the lowest of the compared OMol25 structures with the same formula, charge and spin is 230.73 kJ/mol. As for the maximum force: 0.0980 Eh/bohr.

Taken from the natural (NBO) analysis, the atomic charges in e are:
1. C -0.656
2. C 0.037
3. C -0.666
4. C -0.192
5. C 0.040
6. C -0.417
7. C -0.232
8. C -0.590
9. C -0.421
10. C -0.064
11. O -0.527
12. H 0.209
13. H 0.221
14. H 0.211
15. H 0.225
16. H 0.227
17. H 0.216
18. H 0.200
19. H 0.175
20. H 0.221
21. H 0.222
22. H 0.199
23. H 0.199
24. H 0.207
25. H 0.195
26. H 0.199
27. H 0.220
28. H 0.181
29. H 0.160



# 6
DFT (ωB97M-V/def2-TZVPD) results for 2 unconnected molecules or ions with the total composition C10H19B at a distorted geometry.

```
30
Properties=species:S:1:pos:R:3:forces:R:3
B 0.4601 -0.5433 1.0474 -3.20 -0.14 0.69
C -2.2824 -0.1507 2.2606 0.21 4.51 0.15
C -1.4002 -1.0431 2.0290 5.28 -3.47 -2.02
C -0.8204 0.9352 -3.0056 1.84 -1.27 -1.43
C -0.1472 1.9042 -2.0578 0.29 0.25 0.23
C -0.1342 -0.4796 -2.8169 -1.01 1.52 1.64
C -0.1713 1.3571 -0.6114 0.04 -0.97 -1.89
C -0.3369 -1.0051 -1.3740 4.53 2.01 -1.39
C 0.4837 -0.0103 -0.4372 -0.05 -1.87 -0.76
C 1.8076 -0.9970 3.2925 1.43 2.79 -0.92
C 1.7674 -0.4669 1.8125 -0.81 -0.11 2.45
H -3.1558 -0.3409 2.8048 -1.40 -0.17 0.60
H -1.9890 0.9634 2.0922 -0.99 -1.92 0.07
H -1.5326 -2.1573 2.3338 0.13 1.99 -0.64
H -1.8951 1.0037 -2.8122 0.06 -0.57 -0.26
H -0.5786 1.2023 -4.0833 -0.70 0.08 1.17
H 0.9388 2.0971 -2.3383 -1.39 0.04 0.14
H -0.8008 2.7959 -2.1407 0.99 0.15 0.39
H -0.4058 -1.1928 -3.5463 -0.52 -0.74 -0.91
H 0.9387 -0.2992 -2.8919 0.08 -0.05 -0.35
H 0.1848 2.0666 0.0325 1.52 1.97 1.68
H -1.1711 1.2588 -0.2759 -1.42 -0.34 0.09
H -1.2783 -1.1202 -1.0607 -3.86 -0.06 1.06
H 0.1198 -1.9524 -1.3166 0.63 -1.43 0.12
H 1.5855 -0.1126 -0.8180 -1.73 0.72 0.64
H 0.8772 -0.7393 3.7669 -0.07 0.49 0.63
H 1.8273 -2.0265 3.2744 0.25 -2.42 -0.05
H 2.7656 -0.6244 3.8053 -1.68 -0.46 -0.40
H 1.8346 0.6623 1.7930 0.63 -0.85 -0.14
H 2.5085 -0.9848 1.2417 0.93 0.33 -0.62
```
Positions in Å, forces in eV/Å.

The net charge is 0. As for the HOMO energy: -0.32919 hartree. Its energy above the lowest of the compared OMol25 structures with the same formula, charge and spin is 112.98 kJ/mol. As for the maximum force: 0.1290 Eh/bohr.

Taken from the natural (NBO) analysis, the atomic charges in e are:
1. B 1.050
2. C -0.463
3. C -0.403
4. C -0.397
5. C -0.391
6. C -0.389
7. C -0.395
8. C -0.371
9. C -0.657
10. C -0.588
11. C -0.893
12. H 0.192
13. H 0.183
14. H 0.194
15. H 0.201
16. H 0.204
17. H 0.197
18. H 0.209
19. H 0.204
20. H 0.188
21. H 0.200
22. H 0.205
23. H 0.202
24. H 0.192
25. H 0.208
26. H 0.216
27. H 0.199
28. H 0.203
29. H 0.257
30. H 0.244